Computed, not measured: C28H25F5GaNOS as an isolated structure in a non-equilibrium geometry, with ωB97M-V with the def2-TZVPD basis set.

Geometry as XYZ:
```
62
C28H25F5GaNOS | the Open Molecules 2025 dataset | ωB97M-V with the def2-TZVPD basis set
Ga 0.16 -0.47 2.28
S -1.20 1.43 2.27
F -1.58 4.72 6.36
F -2.07 4.16 3.73
F 0.47 0.45 6.89
F -0.28 2.90 7.96
F -0.11 -0.23 4.46
O -0.87 1.23 -1.04
N -1.14 1.01 -3.22
C -0.13 2.05 -3.43
C -3.37 -2.71 -1.24
C -0.20 1.36 6.15
C -0.55 2.61 6.67
C 2.30 -0.56 2.12
C -0.87 -2.27 2.15
C 2.68 -1.16 0.88
C -1.31 -2.01 -0.13
C -1.20 3.52 5.83
C 1.83 0.81 1.77
C -2.54 -0.37 -1.66
C 1.39 0.30 -4.35
C 2.67 -0.23 -4.58
C -0.22 -2.91 0.03
C 3.65 1.60 -3.33
C 3.80 0.43 -4.07
C -1.33 -2.37 -2.62
C -0.48 1.07 4.84
C -2.11 -1.85 -1.41
C 2.37 2.13 -3.10
C -1.45 3.22 4.49
C 1.80 0.88 0.34
C 2.35 -0.31 -0.18
C -1.07 1.95 3.94
C 0.04 -3.11 1.38
C -1.72 -1.60 1.15
C 1.25 1.49 -3.64
C -1.46 0.65 -1.96
H 4.52 2.12 -2.93
H 1.83 1.66 2.44
H -0.37 -1.85 -2.76
H -1.21 -2.51 3.18
H -1.12 -3.44 -2.51
H 4.80 0.03 -4.27
H 3.18 -2.13 0.78
H -1.92 -2.24 -3.53
H 0.71 -3.84 1.81
H 2.77 -1.15 -5.15
H 0.50 -0.20 -4.74
H 2.62 -0.88 3.12
H -3.23 -0.40 -2.52
H -2.67 -1.11 1.38
H 0.24 -3.44 -0.80
H 2.24 3.06 -2.53
H -4.01 -2.63 -2.13
H -3.10 -3.76 -1.10
H -3.10 -0.01 -0.78
H -0.46 2.65 -4.30
H -0.13 2.68 -2.54
H 1.49 1.75 -0.24
H 2.57 -0.47 -1.23
H -3.95 -2.39 -0.37
H -1.69 0.71 -4.01
```

Electronic energy ... -109775.8768 eV
Spin multiplicity ... 1
HOMO energy ... -7.5 eV
ΔE to the lowest compared entry with this formula, charge and spin ... 9.23 kcal per mole
Kohn-Sham gap ... 7.718 eV

***

Computed, not measured: a 5-piece molecular cluster, C28H25FNO8 overall in a non-equilibrium geometry, with ωB97M-V with the def2-TZVPD basis set.

Geometry as XYZ:
```
63
C28H25FNO8 | the Open Molecules 2025 dataset | ωB97M-V with the def2-TZVPD basis set
F 5.11 -0.68 0.67
O -4.82 2.34 -0.57
O -0.04 2.35 3.94
O 1.73 3.13 -0.99
O 1.48 -0.77 -0.85
O -2.94 0.10 2.20
O -2.03 -0.74 -3.84
O 0.48 -1.89 -5.93
O -5.77 3.15 5.48
N 3.81 -2.44 -0.13
C 5.27 -4.25 0.08
C -3.59 0.80 2.96
C 6.04 -2.86 0.25
C -3.12 1.09 4.34
C 1.71 1.76 0.92
C -2.66 -0.03 -3.08
C 4.95 -2.00 0.77
C 1.25 -1.03 -2.03
C -4.18 1.64 -1.32
C 1.32 2.96 0.15
C -4.88 1.39 2.53
C 1.39 -0.37 -4.38
C 0.30 -2.56 -3.68
C 1.27 1.56 2.16
C 0.56 -2.28 -2.41
C -3.95 0.57 -3.51
C -2.89 1.04 -0.89
C 1.64 -0.09 -3.10
C -3.83 1.85 5.16
C 0.42 3.94 0.80
C -5.12 2.45 4.73
C -5.59 2.16 3.35
C -0.03 3.74 2.04
C 0.36 2.53 2.82
C 3.77 -3.91 0.17
C -4.65 1.35 -2.69
C 0.70 -1.63 -4.77
C -2.19 0.26 -1.71
H -4.27 0.34 -4.52
H 0.28 -2.94 -1.60
H 5.58 -4.63 -0.87
H -0.69 4.44 2.54
H -0.21 -3.46 -3.99
H 4.17 -2.37 -1.08
H 3.36 -4.00 1.15
H 1.53 0.68 2.74
H -5.20 1.17 1.53
H -2.57 1.26 0.12
H 2.13 0.82 -2.78
H 6.87 -3.03 0.89
H -6.53 2.60 3.06
H 4.61 -2.23 1.77
H 0.14 4.81 0.22
H 2.94 -1.89 -0.03
H 2.37 1.07 0.42
H -1.25 -0.19 -1.41
H 6.29 -2.50 -0.74
H 1.67 0.30 -5.18
H 3.25 -4.49 -0.57
H -5.59 1.79 -2.98
H 5.52 -4.90 0.90
H -3.51 2.08 6.17
H -2.18 0.65 4.62
```

Electronic energy ... -50017.9743 eV
Spin multiplicity ... 1
Total charge ... +1
HOMO energy ... -11.7 eV
Kohn-Sham gap ... 7.316 eV

***

Computed, not measured: C28H25N11O7Rb as an isolated structure in a non-equilibrium geometry, with ωB97M-V with the def2-TZVPD basis set.

Geometry as XYZ:
```
72
C28H25N11O7Rb | the Open Molecules 2025 dataset | ωB97M-V with the def2-TZVPD basis set
Rb -1.07 -1.12 0.11
O -5.78 0.00 0.77
O -1.43 4.74 -2.31
O 6.70 0.84 0.01
O 3.19 -1.39 2.17
O -3.92 -1.21 0.29
O -6.95 0.78 2.82
O 5.62 -0.24 1.67
N 0.90 -0.36 -2.61
N -5.31 2.74 -0.66
N -3.59 3.32 0.85
N -5.52 2.21 1.65
N -3.77 1.04 0.30
N 0.57 -4.37 0.81
N 2.58 1.44 2.11
N 0.90 -1.58 2.34
N -2.29 2.84 0.88
N -6.13 1.19 2.02
N -1.80 -0.91 -3.23
C 0.96 -2.92 2.79
C -3.04 -1.13 -3.68
C 2.03 -0.89 2.44
C 0.77 1.05 3.56
C 3.92 1.20 -1.34
C -4.53 2.23 0.39
C 5.70 0.20 0.40
C -4.47 -0.07 0.37
C -1.27 0.25 -3.52
C 1.74 0.59 2.63
C 1.05 -5.14 -0.18
C 3.81 -1.19 -0.65
C -1.92 1.23 -4.39
C 2.74 -4.36 1.78
C 0.03 0.56 -2.97
C 1.71 3.23 3.43
C 0.87 2.32 4.05
C 2.82 -1.32 -1.60
C 1.46 -3.90 1.78
C -3.73 -0.29 -4.57
C 2.78 1.09 -2.06
C 2.40 -5.39 -0.35
C -1.15 3.66 -2.04
C -3.24 0.98 -4.79
C 2.62 2.72 2.57
C 4.39 0.08 -0.51
C 2.15 -0.12 -2.09
C 3.30 -4.97 0.68
H -3.82 1.72 -5.38
H 0.24 2.55 4.93
H -0.03 0.44 3.82
H -2.12 2.69 1.83
H 2.30 -2.26 -1.66
H -3.48 -2.14 -3.34
H -4.67 -0.56 -4.99
H 4.36 -4.84 0.45
H -3.57 4.16 0.26
H 4.54 2.14 -1.34
H 3.36 -4.09 2.67
H 0.22 1.65 -3.04
H 3.49 3.37 2.15
H -6.30 2.79 -0.52
H 0.33 -5.48 -0.93
H -1.45 2.22 -4.64
H -2.22 1.91 0.38
H 1.89 4.28 3.79
H 4.67 -0.47 1.88
H -5.19 2.24 -1.50
H -0.11 -3.29 3.07
H 2.35 1.99 -2.55
H 4.17 -1.98 0.00
H 1.47 -2.95 3.76
H 2.75 -5.78 -1.25
```

Electronic energy ... -60815.5444 eV
Spin multiplicity ... 1
Total charge ... -1
HOMO energy ... -5.5 eV
ΔE to the lowest compared entry with this formula, charge and spin ... 70.21 kcal per mole
Kohn-Sham gap ... 6.682 eV

***

Computed, not measured: C28H25N2OS2SiTa as an isolated structure, with ωB97M-V with the def2-TZVPD basis set.

Geometry as XYZ:
```
60
C28H25N2OS2SiTa | the Open Molecules 2025 dataset | ωB97M-V with the def2-TZVPD basis set
Ta -0.07 1.75 0.99
S 0.56 0.74 3.03
S -0.31 -1.74 4.34
Si 2.26 1.35 -0.09
O -0.98 2.03 -0.61
N -1.14 -1.03 1.94
N -1.15 -0.12 0.88
C -1.78 -0.64 -0.18
C 0.67 -4.79 1.13
C -0.94 -4.00 2.74
C 1.26 3.77 0.83
C 2.78 1.72 -4.67
C 0.33 -3.94 2.17
C -0.26 -5.71 0.64
C 2.30 2.82 1.08
C 1.95 2.66 -2.63
C -3.15 -0.37 -2.23
C -2.36 2.28 -2.52
C -3.27 1.72 -3.40
C -1.86 1.50 -1.49
C 2.12 2.74 -4.00
C -1.86 -4.93 2.25
C -2.08 -2.10 -0.17
C 3.26 0.62 -3.98
C -2.23 0.16 -1.31
C 2.43 1.56 -1.91
C 2.67 3.94 3.20
C 3.09 0.54 -2.60
C 2.99 2.93 2.29
C -1.52 -5.77 1.21
C -1.40 -3.10 3.86
C 1.62 4.82 2.95
C -0.43 -0.74 2.95
C -3.67 0.39 -3.25
C 0.91 4.76 1.77
H 3.78 -0.17 -4.50
H -1.28 -2.65 0.31
H 1.66 -4.75 0.70
H -2.24 -6.50 0.85
H 1.44 3.48 -2.13
H 0.01 -6.37 -0.17
H 1.75 3.60 -4.54
H 3.23 4.02 4.12
H 1.38 5.58 3.69
H 0.13 5.47 1.55
H 0.82 3.84 -0.17
H 2.91 1.78 -5.74
H 3.77 2.22 2.53
H -4.39 -0.04 -3.93
H -3.67 2.31 -4.21
H 3.48 -0.32 -2.07
H -2.36 -2.65 3.62
H -2.84 -4.99 2.70
H -1.54 -3.66 4.79
H 1.07 -3.25 2.56
H -3.50 -1.39 -2.12
H -2.03 3.30 -2.62
H -2.24 -2.48 -1.17
H -2.98 -2.28 0.44
H 2.88 0.09 0.34
```

Electronic energy ... -65554.2579 eV
Spin multiplicity ... 1
Total charge ... +2
HOMO energy ... -13.6 eV
ΔE to the lowest compared entry with this formula, charge and spin ... 0.00 kcal per mole
Kohn-Sham gap ... 5.621 eV

***

Computed, not measured: C28H26BN5O6PSTa as an isolated structure, with ωB97M-V with the def2-TZVPD basis set.

Geometry as XYZ:
```
69
C28H26BN5O6PSTa | the Open Molecules 2025 dataset | ωB97M-V with the def2-TZVPD basis set
Ta -0.05 0.68 0.19
S 0.67 3.14 0.10
P 2.60 -0.13 0.09
O -0.67 2.68 0.66
O 1.75 -0.26 3.82
O 1.67 2.62 1.04
O 0.75 4.49 -0.31
O 0.60 0.04 1.93
O 0.78 2.11 -1.07
N -3.11 -0.06 0.98
N -5.62 -3.56 -4.45
N -3.02 1.27 -1.13
N -1.69 1.17 -1.32
N -1.79 -0.27 1.19
C 6.20 0.36 -1.78
C -2.97 -1.78 2.36
C -4.69 -3.15 -3.90
C 2.63 -2.77 1.03
C -2.30 -2.33 -1.18
C 3.88 1.84 -1.42
C 2.72 -4.70 -0.40
C 6.11 1.65 -2.30
C 1.75 -0.02 2.65
C 2.75 -1.93 -0.08
C -3.82 -0.94 1.66
C -2.54 -1.97 -3.91
C 2.61 -4.15 0.87
C -3.40 -2.82 -1.84
C -1.44 -1.48 -3.24
C -2.64 1.75 -3.26
C -0.09 -1.09 -1.16
C -1.30 -1.63 -1.86
C 3.00 0.20 1.83
C 3.96 0.54 -0.91
C 4.95 2.38 -2.11
C -3.54 -2.64 -3.21
C 2.85 -3.87 -1.51
C -1.45 1.46 -2.61
C -3.61 1.61 -2.28
C 5.14 -0.19 -1.09
C 2.86 -2.50 -1.35
C -1.71 -1.33 2.04
B -3.66 1.22 0.27
H -3.33 2.19 0.92
H 2.99 2.42 -1.28
H -3.22 -2.60 3.01
H -0.67 -0.96 -3.80
H -4.68 1.75 -2.31
H -4.85 1.09 0.15
H -4.90 -0.89 1.63
H 4.88 3.39 -2.50
H 2.96 -1.86 -2.22
H 2.54 -2.36 2.03
H 3.82 -0.41 2.22
H 2.70 -5.77 -0.52
H 2.52 -4.78 1.74
H -0.45 1.45 -3.00
H -2.63 -1.84 -4.98
H -0.75 -1.70 2.36
H 5.22 -1.19 -0.69
H 2.93 -4.30 -2.50
H -2.78 2.01 -4.29
H -2.21 -2.49 -0.11
H 0.32 -1.87 -0.51
H 7.11 -0.22 -1.91
H -4.17 -3.36 -1.29
H 3.28 1.25 1.90
H 6.95 2.07 -2.84
H 0.69 -0.90 -1.91
```

Electronic energy ... -71549.6370 eV
Spin multiplicity ... 1
HOMO energy ... -9.0 eV
ΔE to the lowest compared entry with this formula, charge and spin ... 20.24 kcal per mole
Kohn-Sham gap ... 7.821 eV

***

Computed, not measured: C28H26BeF5N3O2P2SSe2Te as an isolated structure, with ωB97M-V with the def2-TZVPD basis set.

Geometry as XYZ:
```
71
C28H26BeF5N3O2P2SSe2Te | the Open Molecules 2025 dataset | ωB97M-V with the def2-TZVPD basis set
Te -0.18 4.57 3.06
Se -2.68 1.57 0.21
Se 3.32 -2.77 0.20
S -0.81 4.48 -1.44
P -1.60 -0.29 0.03
P 1.34 -2.27 -0.81
F -1.82 5.20 2.38
F 1.28 4.12 4.11
F 0.03 6.36 3.51
F -1.11 4.36 4.65
F 1.10 4.99 1.77
O -0.60 4.02 -0.01
O -0.49 2.92 2.37
N 1.75 1.60 -0.10
N 2.25 0.44 -0.43
N 0.44 1.48 0.10
C -1.70 -1.28 1.55
C 0.60 5.54 -1.69
C 1.26 -3.13 -3.43
C 2.29 -0.94 3.81
C -2.08 5.71 -1.28
C 2.88 -1.39 -3.05
C 1.57 -1.91 4.47
C -2.08 -3.23 2.91
C 3.22 -1.42 -4.39
C -2.01 -1.12 -1.52
C 1.35 -3.15 3.87
C 2.60 -2.43 1.95
C 1.89 -2.25 -2.56
C -3.04 -2.76 -2.95
C -1.43 -1.16 3.94
C -1.46 -0.51 -2.65
C -2.04 -2.62 1.66
C -1.69 -1.03 -3.91
C 0.10 0.19 -0.11
C -2.81 -2.24 -1.68
C -1.79 -2.50 4.05
C 1.86 -3.41 2.61
C 1.60 -3.16 -4.78
C -1.39 -0.55 2.70
C 2.58 -2.30 -5.26
C 2.82 -1.19 2.54
C -2.48 -2.16 -4.06
C 1.26 -0.48 -0.45
Be -0.62 2.60 0.78
H -1.24 -0.55 -4.77
H -2.34 -4.27 2.98
H -1.11 0.50 2.64
H -1.79 6.44 -0.52
H -3.67 -3.63 -3.06
H 0.66 6.25 -0.87
H 1.48 4.89 -1.68
H -2.24 -3.22 0.79
H -2.24 6.18 -2.25
H -2.98 5.19 -0.96
H 3.37 -0.43 2.01
H 3.37 -0.70 -2.37
H 1.16 -1.71 5.45
H -1.82 -2.98 5.02
H -2.66 -2.56 -5.05
H 0.51 6.03 -2.66
H -0.83 0.37 -2.54
H 2.46 0.03 4.27
H 1.70 -4.36 2.13
H 1.10 -3.85 -5.45
H 0.77 -3.91 4.38
H 3.98 -0.75 -4.76
H -3.29 -2.72 -0.84
H 0.49 -3.79 -3.05
H 2.85 -2.32 -6.30
H -1.18 -0.59 4.83
```

Electronic energy ... -219415.3859 eV
Spin multiplicity ... 1
HOMO energy ... -8.1 eV
ΔE to the lowest compared entry with this formula, charge and spin ... 5.57 kcal per mole
Kohn-Sham gap ... 7.852 eV

***

Please write out number 3 again, unchanged.
Computed, not measured: C28H25N11O7Rb as an isolated structure in a non-equilibrium geometry, with ωB97M-V with the def2-TZVPD basis set.

Geometry as XYZ:
```
72
C28H25N11O7Rb | the Open Molecules 2025 dataset | ωB97M-V with the def2-TZVPD basis set
Rb -1.07 -1.12 0.11
O -5.78 0.00 0.77
O -1.43 4.74 -2.31
O 6.70 0.84 0.01
O 3.19 -1.39 2.17
O -3.92 -1.21 0.29
O -6.95 0.78 2.82
O 5.62 -0.24 1.67
N 0.90 -0.36 -2.61
N -5.31 2.74 -0.66
N -3.59 3.32 0.85
N -5.52 2.21 1.65
N -3.77 1.04 0.30
N 0.57 -4.37 0.81
N 2.58 1.44 2.11
N 0.90 -1.58 2.34
N -2.29 2.84 0.88
N -6.13 1.19 2.02
N -1.80 -0.91 -3.23
C 0.96 -2.92 2.79
C -3.04 -1.13 -3.68
C 2.03 -0.89 2.44
C 0.77 1.05 3.56
C 3.92 1.20 -1.34
C -4.53 2.23 0.39
C 5.70 0.20 0.40
C -4.47 -0.07 0.37
C -1.27 0.25 -3.52
C 1.74 0.59 2.63
C 1.05 -5.14 -0.18
C 3.81 -1.19 -0.65
C -1.92 1.23 -4.39
C 2.74 -4.36 1.78
C 0.03 0.56 -2.97
C 1.71 3.23 3.43
C 0.87 2.32 4.05
C 2.82 -1.32 -1.60
C 1.46 -3.90 1.78
C -3.73 -0.29 -4.57
C 2.78 1.09 -2.06
C 2.40 -5.39 -0.35
C -1.15 3.66 -2.04
C -3.24 0.98 -4.79
C 2.62 2.72 2.57
C 4.39 0.08 -0.51
C 2.15 -0.12 -2.09
C 3.30 -4.97 0.68
H -3.82 1.72 -5.38
H 0.24 2.55 4.93
H -0.03 0.44 3.82
H -2.12 2.69 1.83
H 2.30 -2.26 -1.66
H -3.48 -2.14 -3.34
H -4.67 -0.56 -4.99
H 4.36 -4.84 0.45
H -3.57 4.16 0.26
H 4.54 2.14 -1.34
H 3.36 -4.09 2.67
H 0.22 1.65 -3.04
H 3.49 3.37 2.15
H -6.30 2.79 -0.52
H 0.33 -5.48 -0.93
H -1.45 2.22 -4.64
H -2.22 1.91 0.38
H 1.89 4.28 3.79
H 4.67 -0.47 1.88
H -5.19 2.24 -1.50
H -0.11 -3.29 3.07
H 2.35 1.99 -2.55
H 4.17 -1.98 0.00
H 1.47 -2.95 3.76
H 2.75 -5.78 -1.25
```

Electronic energy ... -60815.5444 eV
Spin multiplicity ... 1
Total charge ... -1
HOMO energy ... -5.5 eV
ΔE to the lowest compared entry with this formula, charge and spin ... 70.21 kcal per mole
Kohn-Sham gap ... 6.682 eV

***

Q: Which value of Kohn-Sham gap does entry 5 give?
A: 7.821 eV

***

Repeat the sixth record exactly.
Computed, not measured: C28H26BeF5N3O2P2SSe2Te as an isolated structure, with ωB97M-V with the def2-TZVPD basis set.

Geometry as XYZ:
```
71
C28H26BeF5N3O2P2SSe2Te | the Open Molecules 2025 dataset | ωB97M-V with the def2-TZVPD basis set
Te -0.18 4.57 3.06
Se -2.68 1.57 0.21
Se 3.32 -2.77 0.20
S -0.81 4.48 -1.44
P -1.60 -0.29 0.03
P 1.34 -2.27 -0.81
F -1.82 5.20 2.38
F 1.28 4.12 4.11
F 0.03 6.36 3.51
F -1.11 4.36 4.65
F 1.10 4.99 1.77
O -0.60 4.02 -0.01
O -0.49 2.92 2.37
N 1.75 1.60 -0.10
N 2.25 0.44 -0.43
N 0.44 1.48 0.10
C -1.70 -1.28 1.55
C 0.60 5.54 -1.69
C 1.26 -3.13 -3.43
C 2.29 -0.94 3.81
C -2.08 5.71 -1.28
C 2.88 -1.39 -3.05
C 1.57 -1.91 4.47
C -2.08 -3.23 2.91
C 3.22 -1.42 -4.39
C -2.01 -1.12 -1.52
C 1.35 -3.15 3.87
C 2.60 -2.43 1.95
C 1.89 -2.25 -2.56
C -3.04 -2.76 -2.95
C -1.43 -1.16 3.94
C -1.46 -0.51 -2.65
C -2.04 -2.62 1.66
C -1.69 -1.03 -3.91
C 0.10 0.19 -0.11
C -2.81 -2.24 -1.68
C -1.79 -2.50 4.05
C 1.86 -3.41 2.61
C 1.60 -3.16 -4.78
C -1.39 -0.55 2.70
C 2.58 -2.30 -5.26
C 2.82 -1.19 2.54
C -2.48 -2.16 -4.06
C 1.26 -0.48 -0.45
Be -0.62 2.60 0.78
H -1.24 -0.55 -4.77
H -2.34 -4.27 2.98
H -1.11 0.50 2.64
H -1.79 6.44 -0.52
H -3.67 -3.63 -3.06
H 0.66 6.25 -0.87
H 1.48 4.89 -1.68
H -2.24 -3.22 0.79
H -2.24 6.18 -2.25
H -2.98 5.19 -0.96
H 3.37 -0.43 2.01
H 3.37 -0.70 -2.37
H 1.16 -1.71 5.45
H -1.82 -2.98 5.02
H -2.66 -2.56 -5.05
H 0.51 6.03 -2.66
H -0.83 0.37 -2.54
H 2.46 0.03 4.27
H 1.70 -4.36 2.13
H 1.10 -3.85 -5.45
H 0.77 -3.91 4.38
H 3.98 -0.75 -4.76
H -3.29 -2.72 -0.84
H 0.49 -3.79 -3.05
H 2.85 -2.32 -6.30
H -1.18 -0.59 4.83
```

Electronic energy ... -219415.3859 eV
Spin multiplicity ... 1
HOMO energy ... -8.1 eV
ΔE to the lowest compared entry with this formula, charge and spin ... 5.57 kcal per mole
Kohn-Sham gap ... 7.852 eV

***

Q: Number 2 is which compound?
A: C28H25FNO8